[1]
Computed, not measured: a cluster of 2 separate species, C4H11FN3 in total at a distorted geometry, with the ωB97M-V functional and the def2-TZVPD basis.

Cartesian coordinates (Å):
C 0.22 1.66 0.45
C -2.08 1.02 0.49
C -1.04 1.50 -0.46
C 2.23 0.29 -0.02
N 1.26 0.98 0.23
N 2.56 -2.27 0.75
N -0.71 0.71 -1.60
F 3.18 0.74 -0.79
H 0.34 2.14 1.37
H -2.43 1.80 1.23
H -2.93 0.77 -0.19
H -1.73 0.07 1.04
H -1.18 2.53 -0.85
H 2.45 -0.79 0.36
H 1.96 -2.53 0.03
H 3.52 -2.71 0.62
H 2.23 -2.54 1.72
H 0.05 1.08 -2.09
H -1.48 0.58 -2.23

Values from the calculation:
- Net charge: +1
- DFT total energy: -11505.475 eV
- ΔE to the lowest compared entry with this formula, charge and spin: 2.763 eV
- HOMO: -13.7 eV

---

[2]
Computed, not measured: a structure of composition C41H32BrCl2MoN9O5, with the ωB97M-V functional and the def2-TZVPD basis.

Cartesian coordinates (Å):
Mo 0.48 -0.92 -0.55
Br -5.95 2.20 -2.50
C -4.53 1.14 -1.87
C -4.59 0.61 -0.58
C -3.55 -0.16 -0.09
C -2.43 -0.36 -0.87
O -1.37 -1.04 -0.35
C -2.37 0.16 -2.17
C -1.25 -0.18 -3.04
N -0.14 -0.61 -2.58
C 0.77 -1.31 -3.45
C 1.07 -0.99 -4.74
C 1.89 -1.85 -5.50
C 2.35 -3.03 -4.98
C 2.04 -3.38 -3.64
C 2.42 -4.61 -3.04
C 2.03 -4.88 -1.75
C 1.32 -3.91 -1.03
N 0.96 -2.76 -1.56
C 1.28 -2.50 -2.87
C -3.44 0.89 -2.67
H -5.46 0.80 0.04
H -3.59 -0.57 0.91
H -1.42 -0.15 -4.11
H 0.69 -0.07 -5.17
H 2.13 -1.58 -6.52
H 2.95 -3.70 -5.58
H 3.00 -5.32 -3.60
H 2.30 -5.81 -1.27
H 1.06 -4.07 0.01
H -3.40 1.28 -3.68
Cl 7.68 1.15 -2.30
C 6.07 0.69 -1.92
C 5.83 -0.49 -1.25
C 4.52 -0.85 -0.94
Cl 4.26 -2.35 -0.13
C 3.45 -0.03 -1.28
O 2.21 -0.42 -0.89
C 3.70 1.13 -2.00
C 2.66 2.04 -2.56
O 1.47 1.87 -2.51
C 5.01 1.49 -2.31
H 6.65 -1.14 -0.96
H 3.08 2.92 -3.09
H 5.19 2.40 -2.87
O -2.35 3.93 -4.18
C -2.83 4.47 -2.97
N -1.97 3.90 -1.95
C -2.40 3.68 -0.69
O -3.51 3.96 -0.29
C -1.44 2.95 0.20
C -1.44 3.17 1.57
C -0.63 2.36 2.36
C 0.08 1.33 1.77
N 0.06 1.10 0.45
C -0.66 1.94 -0.31
H -2.77 4.38 -4.92
H -3.86 4.18 -2.75
H -2.76 5.57 -2.96
H -1.02 3.70 -2.22
H -2.08 3.93 2.00
H -0.58 2.49 3.43
H 0.68 0.67 2.38
H -0.64 1.76 -1.37
C -1.32 -2.83 2.10
C 0.02 -2.22 2.37
N 0.83 -1.65 1.50
C 1.99 -1.31 2.18
C 1.85 -1.65 3.48
N 0.60 -2.23 3.59
C -0.05 -2.45 4.89
N -0.23 -1.20 5.55
N 0.80 -0.73 6.31
N 0.56 0.47 6.65
C -0.65 0.85 6.09
C -1.33 2.07 6.17
C -2.52 2.17 5.50
C -3.04 1.07 4.77
C -2.38 -0.13 4.69
C -1.16 -0.22 5.37
H -1.46 -2.95 1.03
H -2.13 -2.21 2.48
H -1.39 -3.81 2.57
H 2.82 -0.82 1.70
H 2.50 -1.53 4.33
H 0.60 -3.07 5.51
H -1.00 -2.96 4.73
H -0.93 2.89 6.75
H -3.09 3.08 5.54
H -3.99 1.19 4.27
H -2.81 -0.97 4.16

Values from the calculation:
- Net charge: +2
- DFT total energy: -163617.671 eV
- HOMO (alpha / beta): -13.4 / -13.5 eV

---

[3]
Computed, not measured: a structure of composition C3HBeO3 at a distorted geometry, with the ωB97M-V functional and the def2-TZVPD basis.

Cartesian coordinates (Å):
H -1.38 0.22 1.77
O -2.71 -0.39 -0.92
C -1.82 -0.18 -0.18
C -0.94 0.10 0.78
O 0.37 0.35 0.66
C 2.31 -0.13 -0.83
O 3.16 -0.85 -0.99
Be 1.00 0.88 -0.30

Values from the calculation:
- Net charge: +1
- DFT total energy: -9661.152 eV
- ΔE to the lowest compared entry with this formula, charge and spin: 0.000 eV
- HOMO: -13.1 eV

---

[4]
Computed, not measured: the molecule C5H10O2 at a distorted geometry, with the ωB97M-V functional and the def2-TZVPD basis.

Cartesian coordinates (Å):
C 0.63 -0.91 -0.10
C -0.61 -0.17 0.12
C -1.80 -0.37 -0.85
C -0.87 1.15 0.88
C 2.12 -0.39 0.30
O -0.35 -1.34 0.83
O 2.37 0.60 -0.76
H 0.71 -1.59 -1.00
H -1.89 0.05 -1.87
H -2.78 -0.25 -0.20
H -1.80 -1.40 -1.28
H -1.92 1.38 0.99
H -0.32 1.89 0.34
H -0.39 1.06 1.91
H 2.84 -1.23 0.11
H 2.09 0.04 1.31
H 1.97 1.48 -0.72

Values from the calculation:
- DFT total energy: -9439.643 eV
- ΔE to the lowest compared entry with this formula, charge and spin: 3.400 eV
- HOMO: -9.9 eV
- SMILES: CC1(C)O[C@@H]1CO

---

[5]
Computed, not measured: the molecule C11H19N2OP at a distorted geometry, with the ωB97M-V functional and the def2-TZVPD basis.

Cartesian coordinates (Å):
C -3.73 -1.56 -0.24
C -3.34 -0.69 -1.25
C -3.00 -1.63 0.93
C -2.22 0.11 -1.10
C -1.89 -0.82 1.10
C -1.49 0.04 0.08
C 3.22 -0.94 -1.23
C 3.04 -0.11 1.13
C 1.44 -1.85 0.27
C -1.28 3.36 0.19
C 2.26 -0.61 -0.09
N -0.35 2.48 -0.50
N 1.42 0.49 -0.56
O 0.23 1.27 1.83
P -0.04 1.08 0.40
H -4.60 -2.17 -0.37
H -3.93 -0.62 -2.16
H -3.30 -2.30 1.72
H -1.91 0.79 -1.87
H -1.32 -0.83 2.02
H 2.69 -1.40 -2.06
H 3.70 -0.03 -1.59
H 3.99 -1.63 -0.90
H 3.59 0.78 0.86
H 3.74 -0.87 1.47
H 2.35 0.14 1.93
H 0.81 -1.64 1.14
H 0.79 -2.14 -0.56
H 2.09 -2.69 0.51
H -2.19 2.79 0.41
H -0.88 3.73 1.14
H -1.53 4.20 -0.45
H 0.53 2.95 -0.71
H 1.09 0.31 -1.50

Values from the calculation:
- DFT total energy: -26033.841 eV
- ΔE to the lowest compared entry with this formula, charge and spin: 0.000 eV
- HOMO: -9.2 eV
- SMILES: CN[P@](=O)(NC(C)(C)C)c1ccccc1

---

[6]
Computed, not measured: the molecule C16H21N3O3S2 at a distorted geometry, with the ωB97M-V functional and the def2-TZVPD basis.

Cartesian coordinates (Å):
C 1.77 2.34 0.99
C 3.02 2.34 0.12
C 4.01 1.22 0.51
H 3.77 0.85 1.51
H 5.02 1.62 0.54
C 4.02 0.03 -0.46
C 2.71 -0.67 -0.46
N 2.39 -1.64 0.31
N 1.18 -2.13 0.12
C 0.51 -1.53 -0.80
N -0.77 -1.81 -1.21
C -1.84 -2.27 -0.48
O -2.93 -2.31 -1.01
C -1.59 -2.66 0.95
C -2.43 -1.76 1.84
H -2.25 -1.94 2.90
H -3.49 -1.85 1.62
S -1.98 -0.01 1.53
O -2.38 0.75 2.68
O -0.60 0.04 1.13
C -2.97 0.52 0.12
C -4.35 0.46 0.20
C -5.10 0.86 -0.89
C -4.47 1.31 -2.03
C -3.09 1.39 -2.09
C -2.33 0.99 -1.01
H -1.26 1.05 -1.01
H -2.61 1.76 -2.98
H -5.07 1.62 -2.89
H -6.18 0.81 -0.84
H -4.82 0.12 1.11
H -0.53 -2.56 1.20
H -1.90 -3.70 1.08
H -1.02 -1.46 -2.13
S 1.42 -0.24 -1.59
C 5.13 -0.96 -0.09
H 4.94 -1.35 0.91
H 6.09 -0.46 -0.10
H 5.15 -1.79 -0.79
H 4.20 0.41 -1.47
H 2.74 2.23 -0.93
H 3.52 3.30 0.23
H 1.23 1.40 0.95
H 1.09 3.13 0.66
H 2.03 2.53 2.03

Values from the calculation:
- DFT total energy: -49215.661 eV
- ΔE to the lowest compared entry with this formula, charge and spin: 2.348 eV
- HOMO: -9.1 eV
- SMILES: CCC[C@@H](C)c1nnc(NC(=O)CCS(=O)(=O)c2ccccc2)s1